C48H109N5O9 | the ωB97M-V functional and the def2-TZVPD basis

Computed properties:
orbital gap	8.090	eV
SMILES	CC1(C)CCCC(C)(C)N1O.CC1(C)CCCC(C)(C)N1O.CC1(C)CCCC(C)(C)N1O.CC1(C)CCCC(C)(C)N1O.CC1(C)CCCC(C)(C)N1O.CC(C)O.O.O.O

```
! RIJCOSX wB97M-V def2-TZVPD def2/J DEFGRID3
* xyz 0 1
C -5.5580 -14.7309 7.9041
C -6.6740 -13.6805 7.9536
C -7.9483 -14.3632 8.4169
C -6.1969 -12.6113 8.9308
C -7.0239 -11.3474 8.8697
C -6.9669 -10.7553 7.4850
C -7.4202 -11.7516 6.4110
C -8.9612 -11.8561 6.4878
C -7.0122 -11.2743 5.0301
N -6.7703 -13.0341 6.6611
O -6.8863 -13.9468 5.5900
H -4.5688 -14.3153 7.7138
H -5.5417 -15.2107 8.8875
H -5.7704 -15.4951 7.1569
H -8.7186 -13.6387 8.6925
H -8.3491 -14.9929 7.6205
H -7.7349 -14.9892 9.2798
H -6.1844 -13.0693 9.9324
H -5.1330 -12.3764 8.8191
H -8.0266 -11.5184 9.2729
H -6.6246 -10.6457 9.6138
H -5.9300 -10.4838 7.2518
H -7.5564 -9.8384 7.4317
H -9.4057 -11.1043 5.8230
H -9.3964 -11.7143 7.4743
H -9.3301 -12.7984 6.0721
H -5.9409 -11.4504 4.9138
H -7.1652 -10.1978 4.9102
H -7.5967 -11.7360 4.2363
H -6.0463 -13.8812 5.1288
C -3.4389 -13.2293 8.4350
C -2.1642 -13.5618 9.2041
C -0.9723 -12.8261 8.5435
C -2.1508 -13.0484 10.6344
C -3.0473 -13.9118 11.5305
C -2.5426 -15.3537 11.4940
C -2.4555 -15.9575 10.0920
C -1.5311 -17.1650 10.1546
C -3.8687 -16.3650 9.6152
N -1.8217 -14.9738 9.1942
O -1.6482 -15.4505 7.8786
H -3.2682 -13.4753 7.3822
H -4.2400 -13.8924 8.7586
H -3.6808 -12.1676 8.4538
H -1.0012 -11.7563 8.7818
H -0.0223 -13.2095 8.9098
H -1.0064 -12.8382 7.4509
H -1.1631 -13.1023 11.1003
H -2.4659 -12.0044 10.6552
H -3.0466 -13.5109 12.5455
H -4.0836 -13.8600 11.1781
H -3.2953 -15.9208 12.0549
H -1.5961 -15.4135 12.0354
H -1.9338 -17.9724 10.7681
H -0.5655 -16.8887 10.5870
H -1.3067 -17.5477 9.1571
H -4.6243 -15.6898 10.0131
H -4.0321 -17.3772 9.9912
H -3.8700 -16.3675 8.5256
H -0.7600 -15.8200 7.8812
C -5.8860 -23.5824 13.8093
C -4.6627 -22.6716 13.6626
C -3.7295 -22.8769 14.8471
C -3.9039 -23.1198 12.3888
C -4.4266 -22.5011 11.0913
C -4.4840 -20.9752 11.2101
C -5.3686 -20.5462 12.3785
C -5.2524 -19.0373 12.5429
C -6.8584 -20.7982 12.0204
N -4.9707 -21.2521 13.5724
O -5.6014 -20.7760 14.7476
H -6.4842 -23.2238 14.6596
H -6.5852 -23.5749 12.9752
H -5.5960 -24.6021 14.0614
H -4.2537 -22.8322 15.8031
H -3.2358 -23.8520 14.8078
H -2.9265 -22.1379 14.8437
H -2.8263 -23.0460 12.5410
H -4.1024 -24.1832 12.2108
H -3.7593 -22.7166 10.2551
H -5.4344 -22.8516 10.8602
H -4.8982 -20.5528 10.2930
H -3.4674 -20.5983 11.3648
H -5.9662 -18.7119 13.3039
H -5.5866 -18.5048 11.6522
H -4.2264 -18.7349 12.7625
H -7.1601 -21.8425 12.0838
H -7.1409 -20.5266 10.9978
H -7.4717 -20.2314 12.7259
H -4.9422 -20.1830 15.1221
C -13.4064 -23.4166 12.5493
C -12.9367 -23.6789 11.1150
C -13.7828 -24.7630 10.4496
C -13.1084 -22.3985 10.2873
C -12.0816 -21.3166 10.5752
C -10.6967 -21.8962 10.3539
C -10.3930 -23.1966 11.1120
C -9.2330 -23.8766 10.3628
C -9.9876 -22.8342 12.5388
N -11.5318 -24.1013 11.0550
O -11.3066 -25.2469 11.8347
H -14.4944 -23.3148 12.5698
H -13.1908 -24.2278 13.2481
H -12.9620 -22.5033 12.9435
H -13.4448 -24.9209 9.4265
H -13.6578 -25.7212 10.9561
H -14.8273 -24.4533 10.4928
H -13.0540 -22.6744 9.2312
H -14.1164 -22.0206 10.4797
H -12.2400 -20.5546 9.8075
H -12.2439 -20.8703 11.5572
H -9.9596 -21.1337 10.6294
H -10.5330 -22.0368 9.2810
H -8.4512 -23.1542 10.1156
H -9.6302 -24.1560 9.3843
H -8.9068 -24.7644 10.8980
H -9.5886 -23.6781 13.1133
H -10.8008 -22.3763 13.1063
H -9.1648 -22.1184 12.5839
H -11.3018 -24.9756 12.7658
C -9.3673 -12.9367 12.1104
C -10.1138 -11.6615 12.5032
C -9.6041 -11.1110 13.8266
C -9.9239 -10.5885 11.4372
C -10.6991 -10.7582 10.1510
C -12.1704 -11.0465 10.4285
C -12.4057 -12.1541 11.4857
C -13.8700 -11.9893 11.8840
C -12.1596 -13.5194 10.8409
N -11.5750 -11.8516 12.6537
O -11.8345 -12.7903 13.6919
H -9.1935 -13.0621 11.0405
H -8.4052 -13.0083 12.6281
H -9.8897 -13.8409 12.4312
H -8.5892 -10.7247 13.7557
H -10.2951 -10.3907 14.2656
H -9.5884 -11.9310 14.5547
H -10.1911 -9.6144 11.8717
H -8.8587 -10.4505 11.2196
H -10.6500 -9.8452 9.5517
H -10.2435 -11.5470 9.5432
H -12.6378 -11.4241 9.5116
H -12.7000 -10.1245 10.6660
H -14.5437 -12.3886 11.1234
H -14.1703 -10.9677 12.1053
H -14.0775 -12.5905 12.7764
H -12.0353 -14.3257 11.5643
H -11.3552 -13.5222 10.1055
H -13.0571 -13.7837 10.2702
H -12.1000 -12.2315 14.4282
C -7.8548 -16.9375 10.9111
C -9.3186 -16.6528 11.1696
C -10.2020 -17.7571 10.6206
O -9.5552 -16.4880 12.5685
H -7.6934 -17.0775 9.8361
H -7.6016 -17.8721 11.4180
H -7.1319 -16.1745 11.2060
H -9.6435 -15.7454 10.6605
H -11.2533 -17.5114 10.7650
H -9.9810 -18.7218 11.0892
H -10.0014 -17.8833 9.5532
H -9.6449 -17.3678 12.9792
O -11.7024 -15.5934 14.4056
H -11.2211 -16.0826 13.7271
H -11.8016 -14.7075 14.0237
O -9.9574 -18.7311 14.1162
H -10.7422 -19.2858 14.0769
H -9.3972 -19.1318 14.7879
O -7.2272 -15.7926 14.4040
H -7.7183 -16.2323 13.6957
H -7.0532 -16.4800 15.0521
*
```

=====

C6H14 | the ωB97M-V functional and the def2-TZVPD basis

Computed properties:
orbital gap	10.336	eV
SMILES	C=C(C)CCC.[H][H]

```
! RIJCOSX wB97M-V def2-TZVPD def2/J DEFGRID3
* xyz 0 1
C -1.5775 -0.2603 -1.2160
C -1.1454 0.1447 -0.0221
C -2.1239 0.5555 1.0463
C 0.3001 0.4640 0.2826
C 1.3686 -0.1390 -0.6126
C 2.7825 0.2756 -0.2418
H -2.6392 -0.4014 -1.4136
H -0.8971 -0.4961 -2.0299
H -3.1280 0.1861 0.8519
H -1.8452 0.2436 2.0531
H -2.1814 1.6436 1.0532
H 0.3632 1.5522 0.2253
H 0.5260 0.2101 1.3205
H 1.1787 0.1444 -1.6449
H 1.2852 -1.2219 -0.5602
H 2.9052 1.3538 -0.3173
H 3.5377 -0.1824 -0.8854
H 3.0140 -0.0083 0.7822
H -0.7269 -2.1647 1.0025
H -0.9966 -1.8996 0.3264
*
```

=====

CH2O2S2 | the ωB97M-V functional and the def2-TZVPD basis

Computed properties:
orbital gap	7.867	eV

```
! RIJCOSX wB97M-V def2-TZVPD def2/J DEFGRID3
* xyz 0 1
C -0.3201 0.1441 0.6382
O 1.5641 -1.6453 0.0964
O 2.1375 0.8081 -0.2032
S -1.3205 1.3998 0.0849
S 1.1707 -0.2693 -0.1267
H -1.2431 -1.2404 0.4537
H -1.9885 0.8030 -0.9433
*
```

=====

C42H62AsCaN5O10S3Si4 | the ωB97M-V functional and the def2-TZVPD basis

Computed properties:
orbital gap	4.903	eV

```
! RIJCOSX wB97M-V def2-TZVPD def2/J DEFGRID3
* xyz 0 1
Ca -0.1099 -0.2771 0.4631
O 0.1935 -2.7368 -1.1415
H 0.8639 -3.0216 -0.4534
H -0.0368 -3.5357 -1.6303
O -2.9911 0.6681 -0.6120
H -2.9442 0.6751 -1.5716
H -2.2035 1.1835 -0.3446
O 1.8204 1.4851 -0.9243
H 2.3844 1.8334 -0.2288
H 0.8949 1.7541 -0.6718
O -0.7618 -0.1279 -2.0516
N 0.0074 -0.3810 -2.9626
O -0.6501 1.8480 -0.0714
Si -0.8294 3.3789 0.3101
C 0.8546 4.2596 0.1930
C 1.4070 4.5437 -1.0531
C 2.6311 5.1777 -1.1686
C 3.3323 5.5375 -0.0279
C 2.8053 5.2478 1.2201
C 1.5799 4.6110 1.3243
C -1.5252 3.6276 2.0656
C -1.9302 2.5437 2.8353
C -2.3711 2.7187 4.1371
C -2.4331 3.9903 4.6810
C -2.0712 5.0843 3.9128
C -1.6214 4.9007 2.6173
C -2.0162 4.3908 -0.7838
C -3.2371 3.8855 -1.2136
C -4.1233 4.6702 -1.9308
C -3.8111 5.9894 -2.2120
C -2.6038 6.5126 -1.7803
C -1.7176 5.7169 -1.0766
H 0.8576 4.2679 -1.9434
H 3.0309 5.4033 -2.1475
H 4.2821 6.0470 -0.1125
H 3.3409 5.5298 2.1163
H 1.1724 4.3884 2.3008
H -1.8791 1.5496 2.3994
H -2.6606 1.8662 4.7344
H -2.7685 4.1288 5.6985
H -2.1345 6.0802 4.3257
H -1.3353 5.7582 2.0237
H -3.5058 2.8687 -0.9739
H -5.0642 4.2498 -2.2589
H -4.5055 6.6074 -2.7633
H -2.3535 7.5442 -1.9870
H -0.7779 6.1389 -0.7484
N 7.7368 -1.6857 -2.1391
C 6.6412 -1.8228 -1.3676
C 5.5209 -2.5063 -1.8764
C 4.3788 -2.6406 -1.1273
C 4.3238 -2.1288 0.1629
C 5.4417 -1.5198 0.7136
C 6.5848 -1.3628 -0.0383
S 2.8335 -2.2687 1.1082
O 3.1261 -2.4351 2.5011
O 2.0283 -3.3361 0.4996
N 1.9350 -0.9372 0.8769
C 1.9922 -0.0137 1.8313
S 3.4573 0.4639 2.6637
C 2.5199 1.6239 3.5533
C 1.2268 1.5684 3.1727
N 0.9373 0.6502 2.2098
H 7.6116 -1.7415 -3.1595
H 8.4767 -1.0825 -1.8171
H 5.5895 -2.9131 -2.8707
H 3.5257 -3.1721 -1.5171
H 5.4075 -1.1801 1.7366
H 7.4511 -0.8792 0.3865
H 2.9733 2.2412 4.3023
H 0.4238 2.1648 3.5684
C -5.0321 0.4767 1.5028
Si -4.2002 -1.1423 2.0975
C -5.6799 -2.3551 2.3683
C -3.4373 -0.8311 3.8350
As -2.3037 -1.9018 0.7634
Si -3.4729 -2.9961 -1.0576
C -4.8452 -4.1673 -0.3832
C -4.2779 -1.6888 -2.2037
C -2.4250 -4.0945 -2.2521
Si -1.5836 -3.7257 2.1707
C -2.9214 -4.6060 3.2500
C -0.3166 -2.9307 3.3566
C -0.7420 -5.1242 1.1703
H -5.8601 0.7537 2.1495
H -5.4228 0.3640 0.4972
H -4.3315 1.3042 1.4830
H -6.2307 -2.0642 3.2584
H -5.3653 -3.3837 2.4969
H -6.3745 -2.3172 1.5356
H -4.0564 -0.1614 4.4231
H -2.4510 -0.3807 3.7444
H -3.3306 -1.7512 4.3999
H -5.7697 -3.6290 -0.2130
H -4.5443 -4.6161 0.5576
H -5.0659 -4.9706 -1.0773
H -4.7736 -0.9196 -1.6204
H -5.0088 -2.1340 -2.8717
H -3.5173 -1.2112 -2.8155
H -1.7645 -4.7747 -1.7265
H -1.8421 -3.4829 -2.9326
H -3.0851 -4.7075 -2.8581
H -3.4525 -3.9151 3.8965
H -2.4569 -5.3546 3.8865
H -3.6567 -5.1222 2.6397
H -0.6204 -1.9264 3.6509
H 0.6545 -2.8630 2.8730
H -0.1707 -3.5065 4.2650
H -1.3155 -5.4038 0.2903
H -0.6228 -6.0162 1.7772
H 0.2537 -4.8137 0.8697
N 1.3614 -0.7083 -2.4182
C 2.4205 -0.9284 -3.3683
C 2.5410 -2.1678 -3.9812
C 3.6507 -2.4135 -4.7720
C 4.6043 -1.4299 -4.9258
C 4.4570 -0.1778 -4.3696
C 3.3470 0.0839 -3.5834
S 6.1767 -1.8533 -5.7477
O 6.1264 -1.1358 -7.0027
O 7.1493 -1.3297 -4.7843
O 6.1425 -3.2998 -5.8186
H 1.1351 -1.5838 -1.8575
H 1.6421 0.0537 -1.7403
H 1.7945 -2.9308 -3.8101
H 3.8179 -3.3670 -5.2464
H 5.2236 0.5609 -4.5364
H 3.2002 1.0491 -3.1215
*
```

=====

C36H30F6IrN8O4P2S3Se2 | the ωB97M-V functional and the def2-TZVPD basis

Computed properties:
orbital gap (spin up / spin down)	7.631 / 5.604	eV
expectation value of S²	8.7676

```
! RIJCOSX wB97M-V def2-TZVPD def2/J DEFGRID3
* xyz 2 6
Ir -2.4484 0.4214 0.3893
C -4.5828 -2.1728 3.3937
C -3.5206 -1.6605 2.4765
N -3.0919 -0.4638 2.4836
N -3.5957 0.4404 3.3573
C -3.1390 1.7100 3.2552
N -3.7550 2.6300 3.9734
S -1.7879 2.0730 2.2931
C -2.8943 -2.5001 1.4274
C -2.7275 -3.8635 1.5811
C -2.0747 -4.5770 0.5878
C -1.6179 -3.9091 -0.5354
C -1.8124 -2.5431 -0.6133
N -2.4323 -1.8573 0.3448
H -5.5031 -1.6050 3.2214
H -4.2951 -2.0480 4.4415
H -4.8018 -3.2206 3.2158
H -4.5010 0.2712 3.7746
H -4.6402 2.4443 4.4220
H -3.4755 3.5914 3.8694
H -3.0782 -4.3586 2.4757
H -1.9275 -5.6442 0.6929
H -1.1226 -4.4316 -1.3414
H -1.4676 -1.9744 -1.4679
F -8.6358 0.6777 0.4632
C -7.5867 -0.1122 0.4488
F -7.7209 -1.0736 1.3624
F -7.4315 -0.6557 -0.7468
S -6.0652 0.8353 0.8950
O -4.9654 -0.0146 0.4193
O -6.1498 1.0266 2.3173
N -6.2227 2.1618 0.0669
S -4.9945 2.6555 -0.7893
O -5.1498 3.9854 -1.2533
O -3.7297 2.3701 -0.0694
C -5.1013 1.6484 -2.3865
F -6.3817 1.4147 -2.6261
F -4.5874 2.3942 -3.3540
F -4.4501 0.4820 -2.3588
Se 3.7702 -2.0948 -1.7880
P 3.6389 -1.0932 0.1455
C 4.7080 0.3458 0.0898
C 5.7896 0.4748 0.9623
C 6.6052 1.5925 0.8670
C 6.3558 2.5639 -0.0930
C 5.2899 2.4253 -0.9755
C 4.4747 1.3126 -0.8911
C 4.1467 -2.1395 1.5054
C 4.0291 -1.6565 2.8126
C 4.5156 -2.4145 3.8604
C 5.1149 -3.6460 3.6140
C 5.2265 -4.1256 2.3188
C 4.7449 -3.3721 1.2568
C 1.9075 -0.6805 0.3822
C 0.8779 0.0053 -0.2850
N -0.1974 -0.1256 0.5169
N 0.1157 -0.8661 1.5711
N 1.3693 -1.2242 1.5026
P 0.6230 0.9838 -1.7679
Se -1.4573 1.6702 -1.6961
C 0.9208 0.0569 -3.2802
C 2.1550 0.0738 -3.9283
C 2.3265 -0.6407 -5.1036
C 1.2741 -1.3754 -5.6324
C 0.0427 -1.3964 -4.9885
C -0.1397 -0.6762 -3.8194
C 1.6345 2.4573 -1.6847
C 1.9068 2.9918 -0.4258
C 2.5653 4.2059 -0.3335
C 2.9429 4.8819 -1.4885
C 2.6626 4.3503 -2.7400
C 2.0011 3.1347 -2.8464
H 5.9954 -0.2821 1.7060
H 7.4451 1.6991 1.5408
H 7.0012 3.4303 -0.1611
H 5.1031 3.1775 -1.7314
H 3.6511 1.1918 -1.5808
H 3.5525 -0.7038 3.0057
H 4.4278 -2.0464 4.8745
H 5.4970 -4.2322 4.4399
H 5.6913 -5.0846 2.1297
H 4.8371 -3.7458 0.2466
H 2.9832 0.6478 -3.5338
H 3.2824 -0.6161 -5.6118
H 1.4080 -1.9198 -6.5590
H -0.7834 -1.9544 -5.4107
H -1.1109 -0.6567 -3.3418
H 1.6067 2.4620 0.4716
H 2.7795 4.6312 0.6386
H 3.4503 5.8354 -1.4114
H 2.9485 4.8881 -3.6348
H 1.7583 2.7315 -3.8214
*
```

=====

C3H14O3S | the ωB97M-V functional and the def2-TZVPD basis

Computed properties:
orbital gap	8.504	eV
SMILES	CCSC.O.O.O

```
! RIJCOSX wB97M-V def2-TZVPD def2/J DEFGRID3
* xyz 0 1
C 1.4498 2.1030 2.2996
C 2.1082 1.7962 1.0053
S 0.9672 1.9903 -0.4312
C 0.5066 0.2699 -0.6229
H 1.3199 3.1049 2.7192
H 1.9890 1.5628 3.0930
H 0.4242 1.7290 2.3818
H 2.5342 0.7842 0.9714
H 3.0526 2.2918 0.7576
H 1.0876 -0.1873 -1.4322
H 0.6179 -0.3970 0.2337
H -0.5324 0.0724 -0.8882
O -0.2701 -2.9332 0.6288
H -1.0647 -3.0273 1.1514
H 0.0327 -3.7523 0.2347
O -2.7632 -1.8169 -0.8146
H -2.5085 -2.2062 -1.6290
H -2.9057 -2.4827 -0.1513
O -2.3331 0.5761 -3.2322
H -2.0181 0.2045 -2.3754
H -1.6939 0.3179 -3.8995
*
```

=====

C6H10 | the ωB97M-V functional and the def2-TZVPD basis

Computed properties:
orbital gap	11.037	eV
SMILES	C#CCCCC

```
! RIJCOSX wB97M-V def2-TZVPD def2/J DEFGRID3
* xyz 0 1
C 3.1209 -0.9175 0.7817
C 2.3132 -0.2965 0.1374
C 1.3702 0.5624 -0.5893
C -0.0121 0.6830 0.0862
C -1.0364 -0.3271 -0.4308
C -2.3809 -0.2184 0.2849
H 3.8502 -1.4481 1.3540
H 1.2504 0.2024 -1.6199
H 1.8317 1.5528 -0.6745
H -0.4043 1.6949 -0.0801
H 0.1100 0.5750 1.1710
H -0.6391 -1.3456 -0.3290
H -1.1829 -0.1577 -1.5065
H -2.2919 -0.4866 1.3438
H -3.1296 -0.8791 -0.1653
H -2.7693 0.8060 0.2364
*
```

=====

C4H4O2 | the ωB97M-V functional and the def2-TZVPD basis

Computed properties:
orbital gap	10.378	eV
SMILES	C#C[C@@H](O)C=O

```
! RIJCOSX wB97M-V def2-TZVPD def2/J DEFGRID3
* xyz 0 1
C -2.3750 0.1059 -0.4537
C -1.1654 0.0302 -0.2932
C 0.4910 -0.3774 0.4558
O 1.0179 -1.3846 -0.3656
C 1.1220 0.9656 0.4382
O 1.8268 1.4432 -0.4440
H -3.2569 -0.2867 -0.8459
H 0.1612 -0.8408 1.3485
H 1.0789 -1.1711 -1.2752
H 1.0995 1.5157 1.4351
*
```

=====

no.,energy (eV)
1,-77414.370
2,-6447.534
3,-26829.486
4,-215784.910
5,-258832.377
6,-20314.892
7,-6382.366
8,-8303.181